1.
# C6H9N3S2

A molecular structure, C6H9N3S2 in a non-equilibrium geometry (ωB97M-V/def2-TZVPD, the OMol25 dataset).

Energy above the lowest of the compared OMol25 structures with the same formula, charge and spin   11.0 kcal/mol
Strongest force on any atom   4.24 eV/Å
HOMO (spin up / spin down)   -0.2414 / -0.3128 hartree
Multiplicity   3

Each line ends with the Löwdin spin population.
Atoms and positions in Å:
C  -0.5281  1.4464  -2.0267  0.15
C  -1.4201  0.3737  -1.6589  -0.02
C  0.3669  2.0043  -1.0918  0.00
C  -1.3726  -0.1941  -0.4139  0.10
C  0.2892  1.4203  0.1344  0.12
C  -0.4362  0.2341  0.5018  0.02
N  -0.9521  -1.2579  2.1986  0.24
N  -0.2171  -0.3756  1.6313  0.38
N  1.6473  -1.7630  0.6108  0.56
S  2.3019  -2.1919  2.0557  0.19
S  2.4582  -0.7080  -0.3515  0.21
H  -0.7205  1.9533  -3.0260  0.01
H  -2.2745  0.2270  -2.3535  0.00
H  0.9996  2.8563  -1.2425  0.00
H  -2.1023  -0.9967  -0.1498  0.01
H  1.1700  1.5629  0.7145  0.01
H  -1.7933  -1.5314  1.6417  0.01
H  -0.4423  -1.7679  2.9835  0.01
H  3.4671  -1.4122  2.2181  0.02
H  1.3046  -0.7065  -1.1106  0.00

Atomic forces in eV per Å
-1.3 0.5 -1.3
0.1 2.2 -1.4
-2.3 -1.2 -0.6
-1.9 -1.3 -0.6
1.8 -1.5 1.3
-0.9 1.7 -1.5
-1.0 -1.3 0.1
2.8 2.0 2.5
0.8 -0.9 0.7
1.1 0.3 0.3
-1.0 -0.4 -0.9
0.5 -0.9 1.3
0.9 -0.5 0.5
0.2 0.1 -0.4
0.7 0.6 -0.4
0.1 0.7 1.3
0.9 -0.7 1.4
-1.6 0.6 -1.8
-1.0 -0.5 -0.3
1.2 0.6 -0.2

2.
# C6H9N4

A gas-phase ion, C6H9N4 (charge +1) in a non-equilibrium geometry (ωB97M-V/def2-TZVPD, the OMol25 dataset).

Energy above the lowest of the compared OMol25 structures with the same formula, charge and spin   118.2 kcal/mol
Strongest force on any atom   8.18 eV/Å
HOMO   -0.4607 hartree
Net charge   +1

Each line ends with the Mulliken charge.
Atoms and positions in Å:
C  -1.4647  1.9328  -1.8204  -0.54
N  -0.3382  0.8206  -0.9527  -0.04
C  -0.4266  -0.3685  -1.6847  -0.07
C  0.2503  -1.4221  -1.2092  -1.02
C  0.9939  -0.9663  0.0723  0.72
N  0.5323  -1.5175  1.3078  -0.25
N  0.4060  -0.7251  2.4697  -0.09
C  0.6994  0.5955  2.4004  -0.09
N  0.5590  1.2364  1.2235  -0.52
C  0.4757  0.4929  0.1293  0.00
H  -2.0439  1.2660  -2.2892  0.33
H  -1.9232  2.5395  -0.9622  0.30
H  -0.6729  2.5353  -2.4672  0.30
H  -0.9178  -0.5654  -2.5636  0.45
H  0.4356  -2.4728  -1.4943  0.38
H  2.0756  -0.8078  -0.1830  0.27
H  -0.0250  -2.3431  1.3390  0.26
H  0.4774  -1.3386  3.2739  0.27
H  0.9070  1.1083  3.4106  0.35

Atomic forces in eV per Å
5.8 3.6 4.4
-0.4 -0.6 -0.9
2.0 -2.4 1.2
1.1 -0.5 2.2
-0.8 2.5 -2.0
0.5 0.2 0.7
1.3 0.3 -1.2
-0.7 -0.5 0.3
0.6 -0.6 0.8
-2.5 1.8 0.0
-2.1 -2.3 -1.7
0.6 -0.9 -1.7
-2.1 -1.3 1.4
-1.5 0.8 -2.0
-0.6 1.0 -0.6
-0.4 -1.0 1.0
-0.5 -0.2 -0.3
0.1 0.8 0.4
-0.4 -0.6 -2.0

3.
# C6H9NO

C6H9NO in the gas phase in a non-equilibrium geometry (ωB97M-V/def2-TZVPD, the OMol25 dataset).

Energy above the lowest of the compared OMol25 structures with the same formula, charge and spin   168.0 kcal/mol
Strongest force on any atom   4.65 eV/Å
HOMO   -0.2929 hartree

Each line ends with the Mulliken charge.
Atoms and positions in Å:
C  1.9959  -0.1294  -0.3331  -0.30
O  1.3769  -1.2272  0.1915  -0.51
C  0.0279  -0.8600  0.1929  0.02
C  -1.5014  -1.2344  0.1669  -0.59
N  -1.8911  0.2624  -0.2742  -0.45
C  -0.8733  1.1200  0.0719  -0.39
C  0.9483  1.0599  -0.1473  -0.63
C  0.1070  0.4691  0.9444  -0.14
H  2.2877  -0.4190  -1.4428  0.29
H  2.8171  0.2736  0.3215  0.28
H  -0.0849  -0.6832  -0.8358  0.36
H  -2.2374  -1.7592  1.0096  0.26
H  -1.6145  -2.0154  -0.7082  0.26
H  -2.0349  0.3551  -1.3107  0.30
H  -1.0279  2.1965  -0.1209  0.43
H  1.3115  2.0209  0.2289  0.35
H  0.3932  0.5702  2.0455  0.45

Atomic forces in eV per Å
0.3 2.5 -2.4
0.5 -4.2 2.0
-1.2 0.2 1.8
-1.5 -2.4 -0.5
-0.6 -2.7 -1.6
2.3 2.4 0.6
-0.5 0.0 1.0
-0.1 0.8 -0.1
-0.1 1.1 2.1
-0.2 -1.0 -0.9
0.2 1.1 -1.5
2.2 2.1 -1.6
-0.1 1.8 1.4
-0.4 -0.6 1.3
-0.3 -0.7 0.8
0.3 0.1 -0.8
-0.9 -0.4 -1.5

4.
# C6H9NO

A molecular structure, C6H9NO in a non-equilibrium geometry (ωB97M-V/def2-TZVPD, the OMol25 dataset).

Energy above the lowest of the compared OMol25 structures with the same formula, charge and spin   98.8 kcal/mol
Strongest force on any atom   5.87 eV/Å
HOMO   -0.3067 hartree

Each line ends with the Mulliken charge.
Atoms and positions in Å:
C  -0.8002  1.7320  -0.2401  -0.60
C  0.7929  0.4236  0.5623  -0.36
C  -0.5113  -0.5082  0.9077  -0.42
C  -0.1567  -1.9499  0.4140  -0.57
C  0.5778  -0.1815  -0.7018  -0.35
C  -0.8299  0.1879  -0.5041  -0.59
H  -0.6418  2.2342  -1.2190  0.33
H  -1.8408  2.1850  0.1252  0.24
H  1.0371  2.3805  0.2389  0.25
H  1.6536  0.3725  1.1733  0.58
H  -1.0075  -0.4269  1.8235  0.50
H  -1.0104  -2.4813  0.1679  0.35
H  0.6500  -2.5503  0.9199  0.26
H  0.9592  0.2167  -1.5466  0.65
H  -1.6825  -0.1490  -0.8904  0.68
N  0.3361  1.8074  0.4787  -0.41
O  0.6368  -1.5822  -0.8464  -0.55

Atomic forces in eV per Å
-4.6 0.0 -3.7
-0.1 -0.5 4.3
2.3 0.4 -1.7
3.9 2.0 -0.3
-0.5 -1.8 -4.1
-0.8 2.3 3.9
-0.5 -0.2 0.1
2.2 -1.0 0.0
2.7 2.7 -1.2
1.2 -0.4 0.4
-1.1 0.3 1.2
-1.5 -1.3 -0.5
-1.4 0.6 0.4
2.0 1.4 -2.8
-3.0 -1.6 -2.7
0.2 -2.8 4.6
-1.0 -0.1 2.1

5.
# C6H9NO

C6H9NO in the gas phase in a non-equilibrium geometry (ωB97M-V/def2-TZVPD, the OMol25 dataset).

Energy above the lowest of the compared OMol25 structures with the same formula, charge and spin   168.3 kcal/mol
Strongest force on any atom   8.42 eV/Å
HOMO   -0.3031 hartree

Each line ends with the Mulliken charge.
Atoms and positions in Å:
N  -0.1732  -0.0945  1.4863  -0.61
C  0.4330  0.7965  0.4526  0.25
C  1.5159  0.1115  -0.2427  -0.48
O  1.2092  -1.4123  -0.4491  -0.40
C  -0.0873  -1.7239  -0.5407  -0.15
C  -1.2234  -0.9709  -0.5769  -0.54
C  -0.8427  0.3856  -0.6033  0.19
C  -0.7387  1.8182  -0.0115  -0.47
H  0.1672  -0.9557  1.6031  0.23
H  0.3188  0.2784  2.3216  0.24
H  1.6762  0.7781  -1.2629  0.22
H  2.5006  -0.1279  0.2142  0.32
H  -0.2373  -2.9287  -0.8461  0.23
H  -2.2789  -1.3463  -0.4018  0.28
H  -0.5729  0.7506  -1.7436  0.15
H  -0.5424  2.7291  -0.5755  0.31
H  -1.1241  1.9122  1.1765  0.25

Atomic forces in eV per Å
0.5 6.8 3.6
-3.3 -3.1 -2.1
2.0 0.7 -2.8
-0.8 2.1 -0.7
-2.3 -4.8 -2.2
-0.3 -1.9 1.0
2.1 7.2 -3.9
-0.1 -3.4 5.8
1.6 -4.5 -1.0
-1.0 0.3 0.3
-0.1 -2.3 2.2
-0.6 1.1 0.1
0.6 3.2 1.5
1.7 0.2 -0.6
-0.3 -1.4 2.4
-0.1 -0.6 -0.1
0.2 0.5 -3.7

6.
# C6H9NO

C6H9NO in the gas phase in a non-equilibrium geometry (ωB97M-V/def2-TZVPD, the OMol25 dataset).

Energy above the lowest of the compared OMol25 structures with the same formula, charge and spin   62.0 kcal/mol
Strongest force on any atom   2.79 eV/Å
HOMO   -0.3362 hartree

Each line ends with the Mulliken charge.
Atoms and positions in Å:
O  2.1310  -0.3498  0.7730  -0.65
C  0.7572  -0.5584  0.9288  -0.12
C  -0.1830  -1.1098  -0.1535  -0.38
C  -1.2901  -0.5646  0.7451  -0.74
C  -0.2612  0.6380  0.9341  -0.57
C  -0.2270  1.2006  -0.4752  -0.08
N  0.9993  0.8809  -1.2620  -0.71
C  -0.1289  -0.0791  -1.2493  -0.34
H  2.2290  0.1555  -0.0480  0.41
H  0.6309  -1.1286  1.8512  0.43
H  -0.0635  -2.2066  -0.4442  0.39
H  -2.2467  -0.3927  0.2455  0.35
H  -1.5187  -1.1438  1.6246  0.32
H  -0.3634  1.4277  1.6760  0.43
H  -0.8562  2.0215  -0.7639  0.43
H  0.9014  1.3951  -2.1506  0.30
H  -0.5099  -0.1861  -2.2315  0.50

Atomic forces in eV per Å
-0.3 -0.3 0.0
0.7 1.0 0.6
1.3 -2.4 -0.4
-1.0 0.8 -0.5
-0.6 -0.2 0.1
0.1 -1.3 -0.7
0.0 0.6 0.1
0.1 1.1 -0.1
0.0 0.1 -0.1
0.0 0.0 -0.1
-0.4 1.5 0.3
0.1 0.4 -0.1
0.3 -0.2 0.4
0.1 -0.5 0.5
-0.1 0.2 -0.1
0.4 -0.3 0.6
-0.9 -0.5 -0.5

7.
# C6H9NO

2 unconnected molecules or ions with the total composition C6H9NO (ωB97M-V/def2-TZVPD, the OMol25 dataset).

Energy above the lowest of the compared OMol25 structures with the same formula, charge and spin   62.5 kcal/mol
Strongest force on any atom   0.55 eV/Å
HOMO   -0.3618 hartree

Each line ends with the Mulliken charge.
Atoms and positions in Å:
H  -1.4891  -1.1623  1.8385  0.29
N  -0.5866  -1.6404  1.7708  -0.65
C  0.3434  -0.8783  1.4101  -0.23
C  0.1703  0.5923  1.1394  0.93
C  1.4260  1.3400  0.7980  -1.25
O  -0.9207  1.1054  1.2323  -0.56
H  1.3410  -1.2931  1.3109  0.45
H  1.2095  2.3905  0.6239  0.33
H  2.1363  1.2425  1.6176  0.38
H  1.8764  0.9059  -0.0917  0.25
C  0.2118  -1.1933  -1.6315  -0.84
C  -0.7860  -0.3674  -1.6749  0.47
C  -1.7826  0.4541  -1.6948  -0.72
H  1.1976  -0.9149  -1.9703  0.30
H  0.0915  -2.2063  -1.2826  0.30
H  -2.0081  1.0799  -0.8451  0.26
H  -2.4305  0.5455  -2.5509  0.27

Atomic forces in eV per Å
0.2 0.3 -0.1
-0.2 -0.5 0.2
-0.2 -0.2 0.2
-0.1 0.3 0.0
-0.2 0.2 0.0
0.2 -0.1 0.0
0.2 0.0 -0.1
0.0 0.0 0.0
0.1 0.0 0.1
0.1 -0.1 -0.1
0.3 -0.2 -0.1
0.1 0.0 -0.1
-0.4 0.3 0.0
0.1 0.1 -0.1
-0.1 -0.1 0.1
0.1 0.1 0.2
0.0 -0.1 -0.2

8.
# C6H9NO

C6H9NO in the gas phase in a non-equilibrium geometry (ωB97M-V/def2-TZVPD, the OMol25 dataset).

Energy above the lowest of the compared OMol25 structures with the same formula, charge and spin   61.6 kcal/mol
Strongest force on any atom   3.46 eV/Å
HOMO   -0.3409 hartree

Each line ends with the Mulliken charge.
Atoms and positions in Å:
C  -2.3575  0.3265  1.3606  -0.07
C  -1.3114  -0.1696  1.0294  -0.45
C  -0.1216  -1.1593  0.9076  -0.76
C  0.9686  -0.5089  0.0769  0.15
N  2.1238  -0.0707  0.8744  -0.78
C  0.2602  0.7534  -0.5915  0.57
C  -0.4880  0.4605  -1.8720  -1.14
O  0.6484  1.8950  -0.3224  -0.58
H  -3.2635  0.8253  1.6231  0.43
H  -0.5068  -2.0539  0.4102  0.27
H  0.2124  -1.4067  1.9197  0.39
H  1.3264  -1.1745  -0.7131  0.39
H  1.7958  0.6010  1.5722  0.30
H  2.7212  0.4997  0.2718  0.28
H  -1.2956  1.1884  -1.9824  0.32
H  0.2030  0.5375  -2.7142  0.36
H  -0.9154  -0.5439  -1.8504  0.31

Atomic forces in eV per Å
0.2 0.2 -0.3
0.5 -2.0 1.0
-1.7 1.2 0.0
0.2 1.9 0.2
-0.4 -0.1 -0.1
3.1 1.1 -1.2
-0.9 0.1 0.6
-1.2 -2.1 -0.1
0.1 0.0 -0.1
0.0 0.1 0.2
0.0 0.0 -0.2
-0.1 0.1 0.0
0.0 -0.2 -0.1
-0.1 -0.3 0.2
0.1 -0.1 -0.2
0.0 0.1 0.2
0.0 0.0 -0.1

Question: strongest force on any atom of number 3 (C6H9NO)?
Answer: 4.65 eV/Å

Question: The lowest energy above the lowest of the compared OMol25 structures with the same formula, charge and spin belongs to which entry?
Answer: C6H9N3S2

What did the first record say?
# C6H9N3S2

A molecular structure, C6H9N3S2 in a non-equilibrium geometry (ωB97M-V/def2-TZVPD, the OMol25 dataset).

Energy above the lowest of the compared OMol25 structures with the same formula, charge and spin   11.0 kcal/mol
Strongest force on any atom   4.24 eV/Å
HOMO (spin up / spin down)   -0.2414 / -0.3128 hartree
Multiplicity   3

Each line ends with the Löwdin spin population.
Atoms and positions in Å:
C  -0.5281  1.4464  -2.0267  0.15
C  -1.4201  0.3737  -1.6589  -0.02
C  0.3669  2.0043  -1.0918  0.00
C  -1.3726  -0.1941  -0.4139  0.10
C  0.2892  1.4203  0.1344  0.12
C  -0.4362  0.2341  0.5018  0.02
N  -0.9521  -1.2579  2.1986  0.24
N  -0.2171  -0.3756  1.6313  0.38
N  1.6473  -1.7630  0.6108  0.56
S  2.3019  -2.1919  2.0557  0.19
S  2.4582  -0.7080  -0.3515  0.21
H  -0.7205  1.9533  -3.0260  0.01
H  -2.2745  0.2270  -2.3535  0.00
H  0.9996  2.8563  -1.2425  0.00
H  -2.1023  -0.9967  -0.1498  0.01
H  1.1700  1.5629  0.7145  0.01
H  -1.7933  -1.5314  1.6417  0.01
H  -0.4423  -1.7679  2.9835  0.01
H  3.4671  -1.4122  2.2181  0.02
H  1.3046  -0.7065  -1.1106  0.00

Atomic forces in eV per Å
-1.3 0.5 -1.3
0.1 2.2 -1.4
-2.3 -1.2 -0.6
-1.9 -1.3 -0.6
1.8 -1.5 1.3
-0.9 1.7 -1.5
-1.0 -1.3 0.1
2.8 2.0 2.5
0.8 -0.9 0.7
1.1 0.3 0.3
-1.0 -0.4 -0.9
0.5 -0.9 1.3
0.9 -0.5 0.5
0.2 0.1 -0.4
0.7 0.6 -0.4
0.1 0.7 1.3
0.9 -0.7 1.4
-1.6 0.6 -1.8
-1.0 -0.5 -0.3
1.2 0.6 -0.2

Please write out number 3 again, unchanged.
# C6H9NO

C6H9NO in the gas phase in a non-equilibrium geometry (ωB97M-V/def2-TZVPD, the OMol25 dataset).

Energy above the lowest of the compared OMol25 structures with the same formula, charge and spin   168.0 kcal/mol
Strongest force on any atom   4.65 eV/Å
HOMO   -0.2929 hartree

Each line ends with the Mulliken charge.
Atoms and positions in Å:
C  1.9959  -0.1294  -0.3331  -0.30
O  1.3769  -1.2272  0.1915  -0.51
C  0.0279  -0.8600  0.1929  0.02
C  -1.5014  -1.2344  0.1669  -0.59
N  -1.8911  0.2624  -0.2742  -0.45
C  -0.8733  1.1200  0.0719  -0.39
C  0.9483  1.0599  -0.1473  -0.63
C  0.1070  0.4691  0.9444  -0.14
H  2.2877  -0.4190  -1.4428  0.29
H  2.8171  0.2736  0.3215  0.28
H  -0.0849  -0.6832  -0.8358  0.36
H  -2.2374  -1.7592  1.0096  0.26
H  -1.6145  -2.0154  -0.7082  0.26
H  -2.0349  0.3551  -1.3107  0.30
H  -1.0279  2.1965  -0.1209  0.43
H  1.3115  2.0209  0.2289  0.35
H  0.3932  0.5702  2.0455  0.45

Atomic forces in eV per Å
0.3 2.5 -2.4
0.5 -4.2 2.0
-1.2 0.2 1.8
-1.5 -2.4 -0.5
-0.6 -2.7 -1.6
2.3 2.4 0.6
-0.5 0.0 1.0
-0.1 0.8 -0.1
-0.1 1.1 2.1
-0.2 -1.0 -0.9
0.2 1.1 -1.5
2.2 2.1 -1.6
-0.1 1.8 1.4
-0.4 -0.6 1.3
-0.3 -0.7 0.8
0.3 0.1 -0.8
-0.9 -0.4 -1.5